DFT (the ωB97M-V functional and the def2-TZVPD basis) results for a structure of composition C18H25N3OS in a non-equilibrium geometry.

```
! wB97M-V def2-TZVPD RIJCOSX def2/J DEFGRID3
* xyz 0 1
C -2.78146 -1.34553 1.90038
C -2.85020 -2.11578 0.49826
C -1.52705 -2.21645 -0.17048
C -0.90491 -0.79529 -0.71102
C -1.65870 -0.17816 -2.03313
H -2.20137 -1.02700 -2.25286
H -0.90959 0.23660 -2.47602
C -2.65484 0.76495 -1.52046
N -1.88872 1.91293 -1.03598
C -1.95080 2.44862 0.28960
O -2.72623 1.80373 1.25898
C -0.82564 3.29846 0.55954
H -0.63945 4.24380 -0.39644
H -1.21038 3.96410 1.56337
S 0.70964 2.60930 0.91024
C 1.36543 2.26522 -0.43433
N 0.74490 2.67854 -1.70234
C 1.59427 2.06841 -2.59241
C 2.48017 1.35803 -2.11808
N 2.46982 1.56122 -0.59492
C 3.35438 1.00399 0.23522
C 2.87940 -0.37622 0.97114
C 2.06179 -0.50096 2.05749
C 1.66137 -1.66386 2.55883
C 1.76421 -2.99955 1.41173
C 2.44804 -2.64600 0.38285
C 3.08456 -1.26362 -0.06588
H 3.45624 -1.47177 -0.92237
H 2.78945 -3.49185 -0.11742
H 1.45391 -3.66651 1.95568
H 1.01815 -1.84329 3.28379
H 1.96795 0.42120 2.45594
H 4.28003 0.94861 -0.05922
H 3.38602 1.85098 1.09179
H 3.53652 0.99121 -2.51123
H 1.16592 1.97108 -3.60218
H -1.17301 2.23983 -1.70744
H -3.28991 1.19127 -2.00957
H -3.31217 0.47906 -0.56117
H 0.22134 -1.07652 -0.85148
H -0.90038 0.02964 0.27154
H -0.50661 -2.60316 0.82829
H -1.26006 -2.89012 -0.96356
H -3.36003 -1.67641 -0.17332
H -2.92258 -3.34028 0.70095
H -2.72786 -0.21436 1.60381
H -3.71505 -1.39777 2.33240
H -1.99651 -1.54031 2.46148
*
```

## Properties
Electronic energy (Ha): -1337.9706
E_HOMO (eV): -8.29
Kohn-Sham gap (eV): 8.59
Lowest unoccupied orbital energy (eV): 0.29